1.
Molecular formula: C10H12F12Na4O18S4
Method: DFT, wB97M-V/def2-TZVPD

Calculated values
total charge: -1
LUMO (spin up / spin down): 0.617 / 1.270 eV
HOMO-LUMO gap (spin up / spin down): 0.102 / 0.304 Eh
2S+1: 2

Positions of all 60 atoms, in Å:
Na (19.98420, 6.61597, -14.38068)
Na (18.50061, 3.90211, -12.88414)
Na (14.84127, 9.53188, -12.52678)
Na (20.25359, 8.21053, -9.47585)
C (16.05234, 9.35897, -8.56084)
F (15.80622, 8.30795, -9.41525)
F (14.93994, 9.69078, -7.94588)
F (16.98151, 8.95040, -7.62500)
S (16.84419, 10.88131, -9.51091)
O (16.63395, 12.05102, -8.68700)
O (18.28925, 10.61078, -9.67527)
O (16.04281, 11.06444, -10.77641)
C (17.47983, 9.42102, -17.18049)
F (16.44434, 10.13619, -17.57587)
F (17.70620, 8.46411, -18.05020)
F (18.57949, 10.19234, -17.20787)
S (17.18462, 8.82133, -15.37933)
O (16.36025, 7.61643, -15.54236)
O (18.49914, 8.39790, -14.89940)
O (16.58473, 9.89696, -14.49123)
C (16.19537, 5.67841, -11.04862)
F (16.46128, 4.43948, -11.51181)
F (14.94239, 5.99458, -11.54886)
F (16.14729, 5.61815, -9.71036)
S (17.45941, 6.97889, -11.59275)
O (18.27643, 6.24543, -12.61748)
O (16.68108, 8.05561, -12.23728)
O (18.26576, 7.46648, -10.44138)
C (14.25895, 1.59543, -12.87332)
F (14.33206, 0.26635, -12.92221)
F (13.05269, 2.09573, -13.23762)
F (14.49285, 1.80950, -11.55612)
S (15.64170, 2.40197, -13.98493)
O (15.41221, 3.79293, -14.16499)
O (16.98002, 2.11574, -13.40968)
O (15.46743, 1.64111, -15.20829)
C (13.99367, 6.42127, -7.30876)
O (12.98108, 6.32201, -8.18469)
C (12.19714, 7.36817, -8.41906)
O (12.11814, 8.38127, -7.78214)
O (11.39434, 7.06073, -9.38937)
C (10.46047, 8.00822, -9.87766)
H (14.53272, 5.47669, -7.23600)
H (13.62360, 6.77683, -6.34714)
H (14.61943, 7.14917, -7.82518)
H (9.54101, 7.51243, -10.18891)
H (10.84714, 8.43674, -10.80230)
H (10.12749, 8.74300, -9.14463)
C (12.82951, 9.22720, -15.91506)
O (12.09927, 8.13093, -15.33719)
C (12.61271, 7.48031, -14.39319)
O (13.74649, 7.52834, -13.95635)
O (11.60196, 6.69628, -13.92172)
C (11.74047, 5.98197, -12.68202)
H (13.74687, 8.91079, -16.41149)
H (13.05589, 9.98190, -15.16188)
H (12.13386, 9.78866, -16.53871)
H (12.70154, 5.47181, -12.61733)
H (11.06583, 5.12584, -12.67868)
H (11.51802, 6.43680, -11.71675)



2.
Molecular formula: C10H12N
Method: DFT, wB97M-V/def2-TZVPD

Calculated values
total charge: +1
LUMO: -5.263 eV
HOMO-LUMO gap: 0.310 Eh
energy relative to the best compared isomer or geometry (same formula, charge and spin): 2.615 eV

Positions of all 23 atoms, in Å:
C (1.41418, 2.07474, 0.92886)
C (-3.16501, -1.66694, 0.11185)
C (-3.07774, -0.37545, -0.40884)
C (-2.02243, -2.45646, 0.34459)
C (-1.88656, 0.15202, -0.87878)
C (-0.85864, -1.95533, -0.15366)
C (-0.74594, -0.69810, -0.77686)
C (1.82020, 2.85000, 2.14564)
C (1.80848, -0.89873, -1.31338)
C (0.49428, -0.27252, -1.31209)
N (1.08779, 1.09163, 0.42321)
H (-4.14767, -2.03058, 0.40761)
H (-3.96885, 0.22669, -0.38359)
H (-2.07786, -3.49365, 0.63692)
H (-1.80439, 1.01558, -1.37132)
H (-0.09024, -2.64377, 0.00670)
H (1.71068, 3.92707, 1.94551)
H (1.11256, 2.62436, 2.93145)
H (2.84653, 2.73959, 2.37502)
H (2.53394, -0.16609, -1.06965)
H (1.98299, -1.97071, -0.93663)
H (2.24917, -1.16569, -2.34740)
H (0.63331, 0.59645, -2.01738)



3.
Molecular formula: C10H12N2
Method: DFT, wB97M-V/def2-TZVPD

Calculated values
LUMO (spin up / spin down): -0.241 / -0.257 eV
HOMO-LUMO gap (spin up / spin down): 0.271 / 0.270 Eh
energy relative to the best compared isomer or geometry (same formula, charge and spin): 5.978 eV

Positions of all 24 atoms, in Å:
C (0.66701, -0.09465, -0.10750)
C (-0.79376, -0.14408, -0.12465)
C (3.95988, -1.71935, -0.10708)
C (-3.94495, -2.01953, -0.03576)
C (1.61416, -1.04518, -0.16406)
C (-1.66006, -1.16880, -0.20770)
C (3.01310, -0.79070, 0.04233)
C (-3.07173, -1.01442, 0.00129)
C (0.78024, 1.33923, 0.21761)
C (-0.38150, 3.43720, -0.13981)
N (-1.10032, 1.17797, 0.28852)
N (-0.21732, 2.05071, -0.50436)
H (5.00310, -1.50061, 0.04103)
H (3.71325, -2.73181, -0.38446)
H (-4.99726, -1.86466, 0.12611)
H (-3.63078, -3.03173, -0.23168)
H (1.32079, -2.06158, -0.38306)
H (-1.28143, -2.15652, -0.42700)
H (3.28437, 0.22030, 0.30986)
H (-3.40662, -0.00551, 0.20114)
H (1.35337, 1.78839, 1.01585)
H (-1.30145, 3.79392, -0.59839)
H (-0.43809, 3.59243, 0.94436)
H (0.46024, 3.99529, -0.54574)



Question: Which formula does entry 1 have?
Answer: C10H12F12Na4O18S4